A structure of composition C10H30N6Y in a non-equilibrium geometry, computed with wB97M-V/def2-TZVPD.

HOMO, eV: -20.222
E, Eh: -765.038912
Largest force on an atom, eV/A: 1.94
E_LUMO, eV: -9.79
HOMO-LUMO gap, Ha: 0.3833

The geometry in ORCA input format:
```
! RIJCOSX wB97M-V def2-TZVPD def2/J DEFGRID3
* xyz 3 1
Y 0.17 -0.24 -0.01
N 2.46 -0.18 0.82
C 2.69 1.26 1.18
C 2.52 2.25 0.04
N 1.45 1.82 -0.91
C 0.44 2.90 -1.12
C -0.52 3.00 0.07
N -1.20 1.68 0.27
C 2.02 1.50 -2.28
C 1.10 0.62 -3.09
N 0.75 -0.57 -2.31
H 3.09 -0.48 0.06
H 2.60 -0.76 1.65
H 1.99 1.53 2.00
H 3.69 1.44 1.63
H 2.26 3.26 0.45
H 3.46 2.28 -0.55
H 1.05 3.83 -1.26
H -0.16 2.72 -2.04
H 0.03 3.20 0.99
H -1.29 3.77 -0.01
H -1.52 1.64 1.24
H -1.98 1.57 -0.41
H 2.27 2.41 -2.83
H 2.97 0.95 -2.09
H 0.17 1.12 -3.37
H 1.62 0.30 -4.01
H -0.06 -1.04 -2.74
H 1.53 -1.22 -2.30
N -1.90 -1.38 -0.57
C -1.96 -2.86 -0.49
C -2.72 -3.24 0.79
C -1.89 -3.04 2.10
C -1.78 -1.62 2.63
N -0.47 -0.97 2.31
H -2.82 -1.06 -0.19
H -2.01 -1.17 -1.59
H -0.98 -3.33 -0.62
H -2.62 -3.23 -1.29
H -3.01 -4.28 0.70
H -3.68 -2.67 0.81
H -0.88 -3.50 1.93
H -2.37 -3.68 2.87
H -1.87 -1.66 3.73
H -2.59 -0.99 2.27
H 0.25 -1.68 2.53
H -0.26 -0.21 3.00
*
```


A structure of composition C24H28BiCl3F5O9P3SiTe, computed with wB97M-V/def2-TZVPD.

HOMO, eV: -3.559
Energy relative to the best compared isomer or geometry (same formula, charge and spin), eV: 3.213
E, Eh: -5285.249093
Largest force on an atom, eV/A: 0.81
E_LUMO, eV: 3.75
HOMO-LUMO gap, Ha: 0.2685

The geometry in ORCA input format:
```
! RIJCOSX wB97M-V def2-TZVPD def2/J DEFGRID3
* xyz -2 1
Bi -0.63 -0.78 -3.59
C -2.78 2.63 1.10
C -1.96 2.92 2.32
C -2.31 4.00 3.14
C -1.58 4.34 4.26
C -0.45 3.60 4.58
C -0.09 2.52 3.79
C -0.84 2.15 2.67
P -0.32 0.77 1.57
C 1.38 0.43 2.16
C 2.31 0.84 1.20
C 3.68 0.71 1.42
C 4.12 0.14 2.60
C 3.20 -0.28 3.55
C 1.83 -0.14 3.36
C 0.91 -0.62 4.45
C -1.45 -0.67 2.14
C -2.15 -0.43 3.46
C -2.40 -1.41 4.33
C -1.96 -2.77 4.09
C -1.20 -3.05 3.03
C -0.75 -2.02 2.09
C 0.18 -2.31 1.19
H -3.55 3.40 0.96
H -3.28 1.66 1.16
H -2.17 2.61 0.20
H -3.18 4.59 2.86
H -1.87 5.19 4.86
H 0.15 3.87 5.44
H 0.81 1.97 4.03
H 1.97 1.23 0.25
H 4.36 1.03 0.64
H 5.18 0.02 2.78
H 3.56 -0.72 4.48
H 1.35 -0.42 5.43
H 0.73 -1.69 4.37
H -0.06 -0.12 4.41
H -2.51 0.58 3.64
H -2.95 -1.18 5.24
H -2.26 -3.56 4.77
H -0.86 -4.07 2.84
H 0.58 -3.32 1.13
H 0.54 -1.61 0.45
O -4.24 -0.04 -2.79
P -3.13 1.05 -2.43
O -3.72 2.35 -2.08
O -2.00 0.96 -3.44
O -2.50 0.40 -1.03
P -2.74 -0.98 -0.32
O -4.30 -1.22 -0.40
O -2.62 -0.68 1.23
O -1.90 -2.06 -0.86
H -3.92 -0.69 -3.50
H -4.58 -1.08 -1.33
Cl -0.52 -1.93 -7.43
Si -0.42 -0.13 -6.31
Cl -3.10 -1.83 -4.92
Cl -2.01 1.04 -6.93
C 3.14 -2.15 -5.79
C 2.81 -2.43 -4.35
C 3.94 -2.85 -3.44
O 1.69 -2.28 -3.91
H 3.88 -2.86 -6.17
H 3.58 -1.15 -5.84
H 2.24 -2.16 -6.39
H 4.57 -1.97 -3.31
H 4.53 -3.65 -3.89
H 3.54 -3.15 -2.48
F 2.57 2.43 -2.95
Te 2.17 1.14 -4.27
F 0.83 0.52 -7.09
F 3.78 0.23 -3.42
F 3.45 2.27 -5.30
F 0.77 2.39 -4.81
O 0.93 0.45 -2.89
*
```


A structure of composition C30H25N2O4S4SbSe4W in a non-equilibrium geometry, computed with wB97M-V/def2-TZVPD.

HOMO (spin up / spin down), eV: -12.447 / -12.930
Energy relative to the best compared isomer or geometry (same formula, charge and spin), eV: 3.266
E, Eh: -13073.834550
Largest force on an atom, eV/A: 1.60
E_LUMO (spin up / spin down), eV: -6.60 / -7.03
HOMO-LUMO gap (spin up / spin down), Ha: 0.2149 / 0.2168

The geometry in ORCA input format:
```
! RIJCOSX wB97M-V def2-TZVPD def2/J DEFGRID3
* xyz 2 3
W -0.05 -0.04 0.48
C -0.31 -2.82 3.65
C 0.97 -3.34 3.77
C 1.86 -3.22 2.71
C 1.45 -2.57 1.55
N 0.22 -2.00 1.46
C -0.63 -2.15 2.50
C 2.31 -2.50 0.35
C 3.69 -2.56 0.42
C 4.40 -2.51 -0.77
C 3.71 -2.40 -1.97
C 2.33 -2.33 -1.93
N 1.64 -2.39 -0.79
H -1.04 -2.92 4.44
H 1.28 -3.84 4.68
H 2.84 -3.66 2.76
H -1.61 -1.70 2.37
H 4.21 -2.61 1.36
H 5.48 -2.55 -0.76
H 4.23 -2.35 -2.92
H 1.75 -2.23 -2.84
C -2.57 -2.05 -2.69
S -1.23 -2.43 -1.57
O -1.03 -1.01 -0.94
C -2.05 -3.40 -0.35
C -1.47 -4.62 -0.05
C -2.07 -5.43 0.90
C -3.23 -5.00 1.54
C -3.79 -3.76 1.23
C -3.20 -2.95 0.28
H -3.38 -1.56 -2.15
H -2.90 -2.99 -3.12
H -2.16 -1.40 -3.46
H -0.56 -4.94 -0.55
H -1.65 -6.40 1.14
H -3.71 -5.64 2.27
H -4.70 -3.44 1.73
H -3.63 -1.98 0.04
O 0.59 0.22 2.29
O 0.42 1.56 1.86
Se 5.80 0.89 -1.48
Sb 4.06 2.20 -2.65
Se 4.09 4.36 -1.78
Se 2.95 0.89 -4.25
Se 1.59 0.95 -0.77
O -1.68 0.77 0.89
C -1.76 2.20 1.19
C -3.19 2.53 1.49
C -3.74 3.77 1.57
C -5.12 3.73 1.93
C -5.57 2.46 2.10
S -4.34 1.30 1.83
C -1.23 2.93 -0.02
C -0.32 3.94 -0.14
C -0.05 4.27 -1.50
C -0.77 3.52 -2.37
S -1.78 2.41 -1.57
C -0.86 2.25 2.45
C -1.38 1.51 3.62
C -1.22 2.17 4.81
C -0.66 3.44 4.68
S -0.35 3.87 3.04
H -3.19 4.68 1.38
H -5.74 4.60 2.05
H -6.57 2.14 2.35
H 0.19 4.43 0.67
H 0.65 5.04 -1.81
H -0.77 3.57 -3.45
H -1.85 0.55 3.51
H -1.52 1.77 5.77
H -0.45 4.14 5.47
*
```


A cluster of 9 separate species, C15H40F2N11O15S3 in total in a non-equilibrium geometry, computed with wB97M-V/def2-TZVPD.

HOMO, eV: -7.502
Energy relative to the best compared isomer or geometry (same formula, charge and spin), eV: 1.940
E, Eh: -3720.714933
Largest force on an atom, eV/A: 11.54
E_LUMO, eV: 1.61
HOMO-LUMO gap, Ha: 0.3347

The geometry in ORCA input format:
```
! RIJCOSX wB97M-V def2-TZVPD def2/J DEFGRID3
* xyz -1 1
N 0.29 0.01 0.98
S 0.47 0.88 2.13
O -0.47 1.97 2.23
O 1.80 0.95 2.80
F -0.28 -0.10 3.11
S 1.28 0.92 -0.01
O 2.66 0.53 -0.12
O 1.00 2.37 -0.05
F 0.62 0.40 -1.45
C -5.95 -1.00 1.17
O -7.04 -0.63 1.56
N -5.34 -0.24 0.35
N -5.32 -2.04 1.66
H -5.89 0.45 -0.13
H -4.35 -0.41 0.22
H -5.85 -2.79 2.08
H -4.38 -2.03 1.29
C -2.41 8.31 2.18
O -2.29 9.43 2.57
N -3.06 7.35 2.73
N -1.81 7.97 1.11
H -3.12 6.40 2.40
H -3.52 7.63 3.59
H -1.38 8.74 0.62
H -1.70 6.99 0.86
C 0.34 -5.76 -0.38
O 0.41 -6.91 -0.82
N -0.29 -4.80 -0.96
N 0.80 -5.45 0.74
H -0.17 -3.84 -0.65
H -0.49 -5.01 -1.93
H 1.64 -5.99 0.88
H 0.58 -4.51 1.06
C 4.53 -4.37 7.51
O 5.12 -5.43 7.39
N 3.52 -4.23 8.36
N 4.76 -3.30 6.82
H 3.24 -4.90 9.05
H 3.15 -3.29 8.29
H 5.50 -3.38 6.13
H 4.35 -2.38 6.93
C -4.65 -2.44 8.45
O -4.45 -2.49 9.66
N -3.98 -3.04 7.52
N -5.49 -1.69 7.83
H -3.11 -3.43 7.87
H -4.02 -2.56 6.63
H -6.17 -1.13 8.34
H -5.63 -1.79 6.84
C 5.45 -0.47 -7.44
C 4.36 -0.25 -8.41
O 3.87 -1.57 -8.53
S 5.07 -2.61 -8.87
O 5.38 -2.50 -10.28
O 4.91 -3.99 -8.28
O 6.06 -1.64 -7.91
H 5.21 -0.57 -6.38
H 6.24 0.25 -7.62
H 4.73 0.00 -9.41
H 3.55 0.39 -8.07
C 6.68 6.14 1.93
C 5.43 7.00 1.91
C 4.88 6.76 3.28
O 5.84 6.04 4.04
C 6.45 5.13 3.11
H 7.50 6.81 2.20
H 6.92 5.66 0.98
H 4.67 6.58 1.25
H 5.65 8.06 1.77
H 3.98 6.16 3.34
H 4.83 7.78 3.66
H 5.80 4.26 2.99
H 7.43 5.03 3.57
C -4.90 -3.48 -7.19
C -6.19 -3.94 -7.66
C -6.96 -2.59 -7.68
O -5.99 -1.56 -7.74
C -4.72 -1.99 -7.67
H -4.07 -4.07 -7.59
H -4.93 -3.46 -6.10
H -6.66 -4.59 -6.93
H -6.14 -4.48 -8.61
H -7.68 -2.51 -6.86
H -7.55 -2.43 -8.59
H -4.23 -1.32 -6.96
H -4.34 -1.98 -8.69
*
```


An isolated molecule of C4H8O2 in a non-equilibrium geometry, computed with wB97M-V/def2-TZVPD.

HOMO, eV: -10.254
Energy relative to the best compared isomer or geometry (same formula, charge and spin), eV: 2.315
E, Eh: -307.627339
Largest force on an atom, eV/A: 2.44
E_LUMO, eV: 1.03
HOMO-LUMO gap, Ha: 0.4148

The geometry in ORCA input format:
```
! RIJCOSX wB97M-V def2-TZVPD def2/J DEFGRID3
* xyz 0 1
C -0.18 0.79 1.48
C 0.10 -0.33 0.50
C -0.96 -0.65 -0.56
O 0.01 -0.60 -1.63
C 1.02 -0.03 -0.70
O 1.02 1.26 -1.17
H 0.67 0.95 2.16
H -1.06 0.57 2.08
H -0.35 1.73 0.94
H 0.43 -1.24 1.01
H -1.40 -1.65 -0.53
H -1.75 0.10 -0.66
H 0.29 0.94 -1.81
H 2.00 -0.53 -0.75
*
```


A cluster of 3 separate species, C5H16NO2 in total in a non-equilibrium geometry, computed with wB97M-V/def2-TZVPD.

HOMO, eV: -13.071
Energy relative to the best compared isomer or geometry (same formula, charge and spin), eV: 1.764
E, Eh: -405.055317
Largest force on an atom, eV/A: 3.48
E_LUMO, eV: -2.89
HOMO-LUMO gap, Ha: 0.3742

The geometry in ORCA input format:
```
! RIJCOSX wB97M-V def2-TZVPD def2/J DEFGRID3
* xyz 1 1
C -0.13 0.53 0.28
C 0.29 1.09 -1.02
C -0.15 0.25 -2.23
C 0.64 -0.51 -2.99
C -1.57 0.40 -2.65
N 0.43 -0.94 0.48
H 0.13 1.15 1.12
H -1.18 0.33 0.47
H 1.39 1.15 -1.14
H 0.03 2.13 -1.22
H 1.59 -0.93 -2.68
H 0.23 -0.93 -3.90
H -2.26 -0.44 -2.73
H -2.26 0.96 -2.02
H -1.69 0.75 -3.69
H -0.19 -1.34 1.19
H 0.52 -1.27 -0.48
H 1.32 -0.81 0.97
H -0.01 -1.07 3.69
H 0.49 -2.54 3.33
O 0.53 -1.61 3.11
H 0.47 0.85 4.75
H 0.76 1.85 3.56
O 0.62 0.95 3.82
*
```